Record 1
Computed, not measured: a molecular structure, C22H24N4O3RbS at a distorted geometry, with ωB97M-V with the def2-TZVPD basis set.

CARTESIAN COORDINATES (ANGSTROEM)
C (2.2709, -1.9616, -6.8052)
C (1.4417, -2.6437, -7.8347)
H (3.2316, -1.6343, -7.2218)
H (2.4988, -2.7106, -6.0174)
C (0.1637, -2.9879, -7.6162)
C (-0.5406, -2.4608, -6.3457)
H (-0.2324, -2.9311, -5.4184)
H (-1.6758, -2.6117, -6.5154)
C (2.1619, -3.0031, -9.0887)
H (3.1117, -2.4699, -9.1541)
H (1.5581, -2.7185, -9.9536)
H (2.3844, -4.0690, -9.1427)
C (-0.4718, -3.9672, -8.5815)
H (0.1111, -4.8816, -8.7272)
H (-0.5623, -3.6018, -9.6072)
H (-1.4554, -4.3089, -8.3076)
Rb (0.5976, -0.9070, -0.2232)
O (0.7525, -0.9816, -3.5095)
C (-0.2087, -0.8139, -4.3255)
O (-1.3525, -0.2797, -1.6178)
C (-1.7214, 0.2603, -2.6498)
O (-2.7480, 1.1340, -2.6418)
N (-1.2344, 0.0850, -3.9639)
C (-2.9802, 1.6381, -3.9922)
C (-1.9773, 0.9309, -4.8843)
H (-2.8292, 2.7319, -3.9748)
H (-4.0265, 1.4158, -4.2683)
H (-1.3152, 1.6784, -5.3462)
H (-2.5013, 0.3112, -5.6189)
C (-0.0101, -1.2165, -5.8549)
C (1.5351, -0.8916, -6.1663)
H (-0.4777, -0.4287, -6.4163)
H (2.2107, -0.4859, -5.4161)
H (1.4127, -0.0037, -6.7887)
N (1.8786, 1.5704, 4.1204)
C (0.6879, 1.2237, 4.7858)
C (0.2316, 1.5589, 6.0344)
C (-1.0552, 1.1152, 6.4106)
C (-1.8862, 0.4959, 5.4520)
C (-1.4472, 0.2379, 4.1466)
C (-0.1314, 0.5843, 3.8122)
N (0.5459, 0.5467, 2.6089)
C (1.7391, 1.1588, 2.8045)
C (2.7982, 1.4129, 1.8457)
C (4.0172, 2.0575, 2.0828)
S (4.9873, 2.0689, 0.6459)
C (3.7457, 1.1708, -0.1815)
N (2.6569, 0.9367, 0.5501)
H (2.6627, 2.0106, 4.5562)
H (0.8637, 2.1629, 6.6920)
H (-1.4106, 1.2513, 7.4381)
H (-2.8988, 0.2280, 5.7467)
H (-2.0867, -0.2137, 3.3749)
H (4.3243, 2.4701, 3.0413)
H (3.8686, 0.8067, -1.2119)

Calculated values
Charge: +1
Lowest unoccupied orbital energy (eV): -2.41
Gap between HOMO and LUMO (eV): 8.1
ΔE to the lowest compared entry with this formula, charge and spin (kJ/mol): 0.0
HOMO energy (eV): -10.5

Record 2
Computed, not measured: a single C22H24N4O3S molecule at a distorted geometry, with ωB97M-V with the def2-TZVPD basis set.

CARTESIAN COORDINATES (ANGSTROEM)
C (-2.7988, 1.4326, 2.2809)
C (-1.4750, 1.0653, 1.6183)
N (-1.5447, 1.2418, 0.1901)
C (-1.0376, 2.2326, -0.6060)
C (-0.0802, 3.2786, -0.1592)
N (1.1893, 2.6725, 0.1953)
C (1.6620, 2.6788, 1.4643)
O (1.1169, 3.2919, 2.3581)
C (2.8715, 1.7835, 1.6806)
C (2.3178, 0.3985, 1.9034)
C (1.5655, 0.1345, 3.0455)
C (0.9722, -1.0937, 3.2301)
C (1.1155, -2.1042, 2.2740)
O (0.4745, -3.2676, 2.5409)
C (0.5290, -4.3062, 1.5858)
C (1.8888, -1.8552, 1.1450)
C (2.4746, -0.6108, 0.9680)
N (-1.4204, 2.0547, -1.8411)
N (-2.1935, 0.9636, -1.8943)
C (-2.2573, 0.4736, -0.6845)
S (-3.0298, -1.0136, -0.2189)
C (-2.7768, -1.9520, -1.7714)
C (-1.2843, -2.1876, -1.8754)
O (-0.7410, -3.0806, -1.2635)
C (-0.5288, -1.1937, -2.6713)
C (0.6525, -0.6887, -2.1324)
C (1.3666, 0.2801, -2.8102)
C (0.9253, 0.7327, -4.0419)
C (-0.2293, 0.2078, -4.5979)
C (-0.9609, -0.7452, -3.9166)
H (-2.7111, 1.3030, 3.3553)
H (-3.5986, 0.7924, 1.9145)
H (-3.0539, 2.4696, 2.0735)
H (-1.2332, 0.0166, 1.8198)
H (-0.6749, 1.6936, 2.0088)
H (-0.4369, 3.8037, 0.7318)
H (0.0507, 3.9888, -0.9798)
H (1.6258, 2.0943, -0.5054)
H (3.5403, 1.8078, 0.8206)
H (3.4015, 2.1308, 2.5679)
H (1.4379, 0.9114, 3.7845)
H (0.3839, -1.3025, 4.1097)
H (0.1164, -3.9898, 0.6243)
H (1.5533, -4.6666, 1.4479)
H (-0.0813, -5.1092, 1.9952)
H (2.0365, -2.6197, 0.3985)
H (3.0761, -0.4373, 0.0855)
H (-3.3180, -2.8862, -1.6281)
H (-3.1867, -1.3553, -2.5809)
H (0.9749, -1.0421, -1.1643)
H (2.2767, 0.6785, -2.3829)
H (1.4812, 1.4936, -4.5687)
H (-0.5685, 0.5542, -5.5619)
H (-1.8555, -1.1534, -4.3614)

Calculated values
Charge: 0
SMILES string: CCn1c(CNC(=O)Cc2ccc(OC)cc2)nnc1SCC(=O)c1ccccc1
Lowest unoccupied orbital energy (eV): 0.22
Gap between HOMO and LUMO (eV): 8.7
ΔE to the lowest compared entry with this formula, charge and spin (kJ/mol): 157.6
HOMO energy (eV): -8.4

Record 3
Computed, not measured: a single C22H24N4O6S molecule at a distorted geometry, with ωB97M-V with the def2-TZVPD basis set.

CARTESIAN COORDINATES (ANGSTROEM)
C (-4.0717, -5.3245, -0.9462)
O (-4.1519, -4.3031, 0.0194)
C (-3.1885, -3.3434, 0.0317)
C (-2.1140, -3.2751, -0.8491)
C (-1.1900, -2.2511, -0.7397)
C (-1.3265, -1.2725, 0.2337)
N (-0.3833, -0.2223, 0.2648)
C (0.1241, 0.2626, 1.5306)
C (1.5678, -0.2262, 1.7611)
O (1.8773, -0.8379, 2.7607)
N (2.3801, 0.1251, 0.7430)
C (3.7372, -0.1514, 0.5622)
C (4.4819, -0.8947, 1.4702)
C (5.8343, -1.1477, 1.2570)
C (6.4059, -0.6362, 0.1186)
C (5.6593, 0.1104, -0.7952)
C (4.3276, 0.3676, -0.6009)
O (6.4658, 0.4982, -1.8330)
C (7.7440, -0.0273, -1.5460)
O (7.7017, -0.7342, -0.3265)
S (-0.4986, 0.8958, -0.9707)
O (0.7124, 1.6817, -0.9042)
O (-0.7718, 0.2034, -2.1896)
C (-1.8647, 1.9220, -0.5498)
C (-3.2313, 1.6563, -0.7949)
C (-3.8206, 0.4892, -1.4953)
N (-3.9629, 2.6405, -0.3093)
N (-3.1218, 3.5230, 0.2355)
C (-3.6251, 4.7221, 0.8388)
C (-1.8348, 3.1396, 0.1153)
C (-0.7027, 3.9596, 0.6083)
C (-2.4082, -1.3327, 1.1089)
C (-3.3208, -2.3609, 1.0149)
H (-4.9324, -5.9666, -0.7659)
H (-3.1540, -5.9104, -0.8356)
H (-4.1273, -4.9217, -1.9624)
H (-1.9801, -4.0151, -1.6215)
H (-0.3604, -2.1938, -1.4247)
H (-0.4824, -0.0964, 2.3639)
H (0.1204, 1.3561, 1.5242)
H (1.9509, 0.6776, 0.0001)
H (3.9998, -1.2783, 2.3531)
H (6.4117, -1.7232, 1.9602)
H (3.7517, 0.9432, -1.3068)
H (8.0529, -0.7075, -2.3565)
H (8.4720, 0.7968, -1.4698)
H (-3.0888, 0.0696, -2.1800)
H (-4.1059, -0.2802, -0.7787)
H (-4.7108, 0.8010, -2.0349)
H (-4.7104, 4.6813, 0.7854)
H (-3.2688, 5.6036, 0.3024)
H (-3.3114, 4.7898, 1.8817)
H (-0.6864, 3.9876, 1.6987)
H (-0.7928, 4.9838, 0.2479)
H (0.2300, 3.5385, 0.2429)
H (-2.5477, -0.5712, 1.8620)
H (-4.1599, -2.4204, 1.6900)

Calculated values
Charge: 0
SMILES string: COc1ccc(N(CC(=O)Nc2ccc3c(c2)OCO3)S(=O)(=O)c2c(C)nn(C)c2C)cc1
Lowest unoccupied orbital energy (eV): 0.53
Gap between HOMO and LUMO (eV): 8.1
ΔE to the lowest compared entry with this formula, charge and spin (kJ/mol): 236.0
HOMO energy (eV): -7.6

Record 4
Computed, not measured: a molecular structure, C22H24N4OP2Yb at a distorted geometry, with ωB97M-V with the def2-TZVPD basis set.

CARTESIAN COORDINATES (ANGSTROEM)
C (-1.4547, 3.3927, -2.0582)
C (-1.2428, 2.1073, -1.5741)
C (0.0896, 1.5963, -1.5739)
C (1.1902, 2.3817, -2.0566)
C (0.9032, 3.6821, -2.5605)
C (-0.3909, 4.1793, -2.5260)
C (2.4577, 1.7686, -2.1241)
C (2.5751, 0.3720, -2.0485)
C (1.4490, -0.3628, -1.5607)
C (1.4808, -1.7822, -1.4633)
C (2.6364, -2.4505, -1.8526)
C (3.7472, -1.7426, -2.3351)
C (3.7233, -0.3641, -2.4561)
H (-2.4712, 3.7865, -2.0693)
H (1.7260, 4.2550, -2.9946)
H (-0.5961, 5.1801, -2.9019)
H (3.3229, 2.3623, -2.4320)
H (2.6605, -3.5394, -1.7779)
H (4.6307, -2.2976, -2.6504)
H (4.5622, 0.1887, -2.8892)
N (0.3354, 0.3174, -1.1174)
Yb (0.3985, 0.4076, 1.1857)
C (-2.3953, 1.2444, -1.1055)
H (-2.3629, 0.2639, -1.6083)
H (-3.3466, 1.7505, -1.3192)
C (0.2553, -2.5183, -0.9763)
H (-0.6544, -2.1281, -1.4637)
H (0.3605, -3.5929, -1.1750)
P (-2.3955, 0.8830, 0.7233)
P (-0.0304, -2.3465, 0.8558)
C (1.3267, -3.4463, 1.4163)
H (1.2428, -3.5546, 2.5069)
H (1.2433, -4.4337, 0.9373)
H (2.3000, -2.9944, 1.1814)
C (-1.4627, -3.4842, 1.0195)
H (-1.2100, -4.4963, 0.6658)
H (-1.7406, -3.5207, 2.0833)
H (-2.3141, -3.0856, 0.4475)
C (-2.6509, 2.6100, 1.2929)
H (-3.6484, 2.9652, 0.9997)
H (-2.5555, 2.6191, 2.3854)
H (-1.8790, 3.2672, 0.8778)
C (-4.1059, 0.2637, 0.9540)
H (-4.2534, 0.0947, 2.0278)
H (-4.8531, 0.9834, 0.5940)
H (-4.2349, -0.6997, 0.4473)
C (3.1862, 0.3821, 0.7428)
O (3.3373, -0.3173, 1.6910)
H (3.9093, 0.8070, -0.0576)
N (-0.4611, -0.0566, 3.2357)
C (-0.6798, -0.0049, 4.4040)
N (-1.0488, 0.1519, 5.6105)
C (-0.5054, -0.3363, 6.6999)
N (-0.1061, -0.7082, 7.7422)

Calculated values
Charge: +1
Multiplicity: 2
Lowest unoccupied orbital energy (spin up / spin down) (eV): -4.97 / -4.99
Gap between HOMO and LUMO (spin up / spin down) (eV): 5.5 / 5.5
ΔE to the lowest compared entry with this formula, charge and spin (kJ/mol): 36.4
HOMO energy (spin up / spin down) (eV): -10.5 / -10.5

Record 5
Computed, not measured: a molecular structure, C22H24N5OSV, with ωB97M-V with the def2-TZVPD basis set.

CARTESIAN COORDINATES (ANGSTROEM)
V (0.0095, 0.0295, -0.5940)
C (3.8006, 3.9058, 3.3330)
C (2.8170, 3.4226, 2.3042)
C (1.4679, 3.7748, 2.3588)
C (0.5646, 3.3096, 1.4264)
C (0.9495, 2.4826, 0.3589)
N (0.0167, 1.9829, -0.5711)
C (-0.9216, 2.8892, -1.0729)
C (-0.6411, 4.2651, -1.1264)
C (-1.5596, 5.2072, -1.5347)
C (-2.8456, 4.8350, -1.9106)
C (-3.8842, 5.8454, -2.3101)
C (-3.1258, 3.4809, -1.9221)
C (-2.1848, 2.5149, -1.5671)
N (-2.5845, 1.1538, -1.7728)
C (-3.5776, 0.7479, -2.5945)
C (-3.7412, -0.6077, -2.4360)
C (-2.7640, -0.9698, -1.5146)
N (-2.0702, 0.0961, -1.1084)
C (2.2996, 2.1127, 0.3353)
C (3.2055, 2.5653, 1.2911)
N (2.7921, 1.2203, -0.6584)
C (3.9778, 1.2585, -1.2950)
C (4.0993, 0.0941, -2.0208)
C (2.9157, -0.6028, -1.7696)
N (2.1301, 0.0846, -0.9437)
H (3.4463, 4.8121, 3.8211)
H (4.7713, 4.1192, 2.8858)
H (3.9530, 3.1516, 4.1076)
H (1.1195, 4.4251, 3.1520)
H (-0.4745, 3.6034, 1.4960)
H (0.3421, 4.5966, -0.8242)
H (-1.2774, 6.2529, -1.5439)
H (-3.6092, 6.8434, -1.9727)
H (-4.8576, 5.6032, -1.8826)
H (-3.9998, 5.8834, -3.3948)
H (-4.1260, 3.1714, -2.1936)
H (-4.0890, 1.4367, -3.2402)
H (-4.4486, -1.2423, -2.9380)
H (-2.5157, -1.9444, -1.1271)
H (4.2329, 2.2244, 1.2361)
H (4.6317, 2.1062, -1.1875)
H (4.9165, -0.1965, -2.6558)
H (2.5816, -1.5508, -2.1597)
C (0.6794, -4.2769, 0.9240)
S (-0.5699, -3.0054, 0.8227)
C (-0.6753, -2.5717, 2.5540)
O (0.1733, -1.8347, 0.1885)
H (1.5669, -3.8660, 1.4016)
H (0.9021, -4.5859, -0.0952)
H (0.2833, -5.1230, 1.4836)
H (-1.0689, -3.4245, 3.1057)
H (-1.3669, -1.7352, 2.6361)
H (0.3124, -2.2899, 2.9145)

Calculated values
Charge: +1
Multiplicity: 2
Lowest unoccupied orbital energy (spin up / spin down) (eV): -2.10 / -2.29
Gap between HOMO and LUMO (spin up / spin down) (eV): 7.5 / 6.8
HOMO energy (spin up / spin down) (eV): -9.6 / -9.1

Record 6
Computed, not measured: a molecular structure, C22H25As2CoN3O9S at a distorted geometry, with ωB97M-V with the def2-TZVPD basis set.

CARTESIAN COORDINATES (ANGSTROEM)
Co (4.0565, 0.0582, -1.7377)
N (3.1863, 3.2534, -0.3052)
C (3.2845, 2.1981, -1.1680)
S (4.4510, 2.0187, -2.3989)
N (2.4385, 1.1095, -1.1211)
N (2.1322, 0.6875, 0.2512)
C (3.2773, 0.5822, 1.1445)
C (3.9918, -0.6034, 1.3945)
C (4.4892, -0.7876, 2.7251)
C (5.1597, -1.9506, 3.0611)
C (5.3656, -2.9704, 2.1010)
C (4.9620, -2.7992, 0.7454)
C (4.2888, -1.6388, 0.4052)
O (4.0447, -1.5092, -0.8829)
H (3.8425, 4.0148, -0.5872)
H (2.2098, 3.4518, -0.0295)
H (3.4367, 1.4230, 1.8487)
H (4.2964, -0.0654, 3.4944)
H (5.5356, -1.9877, 4.0584)
H (5.9144, -3.8230, 2.4305)
H (5.1302, -3.5847, 0.0344)
C (-0.4035, -3.5525, -2.7217)
O (-0.3519, -3.6617, -1.3008)
C (-0.8100, -2.7890, -0.3867)
O (-0.5519, -3.0611, 0.7888)
C (-1.4409, -1.5264, -0.7833)
C (-2.8292, -1.3555, -0.7426)
As (-3.8071, 0.2679, -0.4356)
C (-4.5776, 0.1171, -2.3542)
C (-2.3042, 1.6011, -0.7435)
C (-1.1380, 1.3013, -0.0498)
As (-0.2604, -0.0745, -1.2384)
C (1.1256, -0.4441, 0.2720)
C (-0.7693, 2.2091, 1.0598)
O (0.4212, 2.3985, 1.3925)
O (-1.7947, 2.7218, 1.7464)
C (-1.5131, 3.2194, 3.0300)
C (-2.6357, 2.9470, -1.2538)
O (-3.6108, 3.1671, -1.9157)
O (-1.6916, 3.9302, -0.9091)
C (-2.1321, 5.2968, -0.9690)
C (-3.5905, -2.6147, -0.7725)
O (-3.8132, -3.3476, -1.7255)
O (-4.0168, -2.8769, 0.5093)
C (-4.9071, -4.0702, 0.4981)
H (-1.0579, -2.6555, -2.9915)
H (-0.9762, -4.4023, -3.1195)
H (0.6190, -3.5181, -3.1345)
H (-4.8490, -0.9496, -2.5407)
H (-3.8166, 0.4399, -3.0898)
H (-5.4315, 0.7759, -2.3591)
H (0.5863, -0.5817, 1.2490)
H (1.4381, 1.4355, 0.6530)
H (1.6429, -1.3455, 0.0445)
H (-2.4244, 3.6548, 3.4309)
H (-0.7790, 4.0043, 2.9041)
H (-1.2887, 2.4126, 3.7360)
H (-1.6703, 5.8270, -1.7847)
H (-1.7622, 5.7485, -0.0318)
H (-3.1821, 5.3993, -1.0150)
H (-4.3976, -4.9070, 0.0397)
H (-5.8410, -3.8391, 0.0066)
H (-4.9006, -4.3791, 1.5440)

Calculated values
Charge: +1
Multiplicity: 5
Lowest unoccupied orbital energy (spin up / spin down) (eV): -3.89 / -5.16
Gap between HOMO and LUMO (spin up / spin down) (eV): 6.3 / 6.0
ΔE to the lowest compared entry with this formula, charge and spin (kJ/mol): 143.4
HOMO energy (spin up / spin down) (eV): -10.2 / -11.1